Density functional theory data (wB97M-V/def2-TZVPD) for a 2-piece molecular cluster, C5H11NO overall.

```
18
Properties=species:S:1:pos:R:3:mulliken_charge:R:1
C 1.3067 0.0965 -1.8026 -1.12
C 1.2794 -0.6541 -0.4805 -0.47
N 0.2634 -0.0935 0.4024 -0.11
C -0.3029 -0.9805 1.3803 -0.49
C -1.0914 -0.5864 0.1745 0.04
C -2.1953 0.4128 0.3119 -0.28
O -2.2040 1.2847 1.1462 -0.45
H 2.0918 -0.2961 -2.4564 0.38
H 1.4905 1.1614 -1.6317 0.28
H 0.3486 -0.0025 -2.3259 0.29
H 1.1125 -1.7328 -0.6573 0.32
H 2.2420 -0.5563 0.0344 0.35
H 0.0530 -2.0115 1.4130 0.27
H -0.5595 -0.5279 2.3351 0.25
H -1.2258 -1.3435 -0.6004 0.44
H -3.0381 0.2964 -0.4020 0.32
H 0.0769 2.9786 1.8524 0.19
H 0.3521 2.5549 1.3066 -0.21
```

Output
- energy above the lowest of the compared OMol25 structures with the same formula, charge and spin (kJ/mol) = 304.8
- structure (SMILES) = CCN1C[C@H]1C=O.[H][H]
- charge = 0
- multiplicity = 1
- frontier orbital gap (eV) = 10.441

***

Density functional theory data (wB97M-V/def2-TZVPD) for a 2-piece molecular cluster, C5H5NO2 overall in a non-equilibrium geometry.

```
13
Properties=species:S:1:pos:R:3:mulliken_charge:R:1
C -1.8080 0.1187 -0.0206 0.51
C -0.3294 0.1038 -0.2259 0.08
C 0.5104 1.2235 0.0744 -0.28
C 1.7406 0.7722 0.3334 -0.47
C 0.5522 -1.0624 -0.3058 -0.33
H -3.3720 -0.6848 -0.4161 0.42
H 0.3490 2.3127 0.1865 0.37
H 2.7443 1.2350 0.4185 0.34
H 2.3966 -1.3418 -0.1161 0.20
H 0.3284 -2.1935 -0.2054 0.29
N 1.7654 -0.5921 -0.0304 0.01
O -2.3830 -1.0362 0.4930 -0.55
O -2.4946 1.1449 -0.1855 -0.58
```

Output
- energy above the lowest of the compared OMol25 structures with the same formula, charge and spin (kJ/mol) = 319.8
- charge = 0
- multiplicity = 1
- frontier orbital gap (eV) = 8.924

***

Density functional theory data (wB97M-V/def2-TZVPD) for C54H41Br2MnN2O5P2S as an isolated structure in a non-equilibrium geometry.

```
108
Properties=species:S:1:pos:R:3:lowdin_spin:R:1
Mn -0.7424 -1.0328 0.1417 4.63
O -2.6519 1.0604 1.5822 0.00
S -1.1646 1.1672 1.4914 0.03
C -0.9759 2.9019 1.0379 0.01
C -0.4746 3.8434 1.9052 0.00
C -0.7493 5.2240 1.7549 0.00
C -1.6224 5.6089 0.7773 0.00
C -2.2072 6.9593 0.4198 0.00
C -3.1583 6.6823 -0.7817 0.00
C -2.9945 5.2035 -1.0693 0.00
C -3.5235 4.3877 -2.0253 0.00
C -3.0372 3.0615 -2.1307 0.00
C -2.1191 2.5157 -1.2602 0.00
P -1.1202 1.0353 -1.7352 0.03
C -1.9237 0.5488 -3.3206 0.00
C -1.5808 1.1357 -4.5408 0.00
C -2.2779 0.8211 -5.6980 0.00
C -3.3247 -0.0909 -5.6636 0.00
C -3.6835 -0.6712 -4.4555 0.00
C -2.9987 -0.3437 -3.2900 0.00
C 0.3841 1.9037 -2.3986 0.00
C 1.1998 1.2099 -3.3034 0.00
C 2.3284 1.7938 -3.8571 0.00
C 2.6689 3.0981 -3.5282 0.00
C 1.8784 3.7984 -2.6324 0.00
C 0.7551 3.2056 -2.0641 0.00
C -1.7309 3.2946 -0.1202 0.00
C -2.1057 4.6435 -0.1317 0.00
C -0.5743 1.2155 3.1704 0.00
C -1.5039 1.5679 4.1132 0.00
C -1.1342 1.8993 5.4376 0.00
C 0.1973 1.9349 5.7465 0.00
C 0.9298 2.3832 6.9965 0.00
C 2.4307 2.1090 6.7006 0.00
C 2.4614 1.6444 5.2596 0.00
C 3.4899 1.3420 4.4139 0.00
C 3.1836 0.8017 3.1437 0.00
C 1.8977 0.5964 2.6805 0.00
P 1.6704 -0.5764 1.2739 0.02
C 3.1601 -0.1825 0.2894 0.00
C 3.3730 1.1441 -0.0875 0.00
C 4.5499 1.5000 -0.7284 0.00
C 5.5056 0.5346 -1.0275 0.00
C 5.2760 -0.7907 -0.6997 0.00
C 4.1065 -1.1517 -0.0379 0.00
C 2.1157 -2.1884 2.0595 0.00
C 2.8487 -2.3395 3.2383 0.00
C 3.1282 -3.6066 3.7404 0.00
C 2.6803 -4.7436 3.0819 0.00
C 1.9400 -4.6099 1.9166 0.00
C 1.6630 -3.3447 1.4185 0.00
C 0.8100 1.0748 3.4892 0.00
C 1.1420 1.5242 4.7806 0.00
H 0.1111 3.5284 2.7600 0.00
H -0.3273 5.9310 2.4615 0.00
H -1.4139 7.6560 0.1459 0.00
H -2.7365 7.4006 1.2639 0.00
H -2.8884 7.2776 -1.6540 0.00
H -4.1933 6.9213 -0.5377 0.00
H -4.2499 4.7480 -2.7453 0.00
H -3.3813 2.4725 -2.9706 0.00
H -0.7750 1.8543 -4.5976 0.00
H -2.0042 1.3004 -6.6306 0.00
H -3.8708 -0.3292 -6.5684 0.00
H -4.5074 -1.3738 -4.4094 0.00
H -3.3424 -0.7399 -2.3415 0.00
H 0.9167 0.2201 -3.6346 0.00
H 2.9362 1.2292 -4.5571 0.00
H 3.5387 3.5659 -3.9751 0.00
H 2.1231 4.8223 -2.3752 0.00
H 0.1571 3.7973 -1.3869 0.00
H -2.5431 1.6312 3.8008 0.00
H -1.8961 2.1746 6.1584 0.00
H 0.5760 1.8559 7.8826 0.00
H 0.7515 3.4452 7.1709 0.00
H 2.8300 1.3279 7.3497 0.00
H 3.0480 2.9946 6.8565 0.00
H 4.5280 1.4567 4.7079 0.00
H 4.0135 0.4996 2.5132 0.00
H 2.6325 1.9015 0.1469 0.00
H 4.7246 2.5328 -0.9931 0.00
H 6.4317 0.8207 -1.5111 0.00
H 6.0167 -1.5465 -0.9366 0.00
H 3.9401 -2.1877 0.2388 0.00
H 3.2034 -1.4774 3.7874 0.00
H 3.7032 -3.7008 4.6529 0.00
H 2.9068 -5.7256 3.4766 0.00
H 1.5684 -5.4866 1.3972 0.00
H 1.0849 -3.2593 0.5121 0.00
O -5.4941 -2.7511 2.7905 0.00
C -4.4271 -3.2833 3.3426 0.00
O -4.4732 -4.2065 4.1171 0.00
C -3.0892 -2.6755 3.0204 0.00
C -1.9988 -2.9167 3.8275 0.01
N -0.9453 -2.2990 3.2867 0.01
N -1.2624 -1.6502 2.1634 0.04
C -2.5782 -1.8713 1.9806 0.01
C -3.3408 -1.3136 0.7653 0.01
O -4.5437 -1.1703 0.8727 0.01
O -2.6596 -1.1492 -0.3288 0.06
H -5.2409 -2.0595 2.1182 0.00
H -1.9351 -3.5122 4.7271 0.00
H -0.0019 -2.2461 3.6411 0.00
Br 0.6098 -2.1386 -1.9920 0.04
C -0.9905 -3.2391 -2.2005 0.01
Br -1.4693 -3.9519 -0.4830 0.02
H -0.7588 -4.0430 -2.8817 0.00
H -1.7742 -2.5857 -2.5521 0.00
```

Output
- ⟨S²⟩ = 8.756
- energy above the lowest of the compared OMol25 structures with the same formula, charge and spin (kJ/mol) = 102.2
- charge = +1
- multiplicity = 6
- frontier orbital gap (alpha / beta) (eV) = 7.711 / 7.855

***

Density functional theory data (wB97M-V/def2-TZVPD) for one molecule with the formula C6H6 in a non-equilibrium geometry.

```
12
Properties=species:S:1:pos:R:3:mulliken_charge:R:1
C 1.2367 0.6521 0.2996 -0.62
C 1.1995 -0.6660 0.2368 -0.19
C -1.2171 0.6912 0.2832 -0.72
C -1.2125 -0.6595 0.2877 -0.44
C 0.0143 0.8128 -0.5966 0.07
C 0.0064 -0.8156 -0.5796 -0.39
H 1.6928 1.4279 0.9056 0.38
H 1.8227 -1.5313 0.8159 0.23
H -1.8035 1.2216 0.9446 0.45
H -1.9455 -1.2334 0.7960 0.42
H 0.0131 1.3525 -1.5702 0.40
H -0.0552 -1.6131 -1.3157 0.41
```

Output
- energy above the lowest of the compared OMol25 structures with the same formula, charge and spin (kJ/mol) = 420.0
- structure (SMILES) = C1=CC2C=CC12
- charge = 0
- multiplicity = 1
- frontier orbital gap (eV) = 9.983

***

Density functional theory data (wB97M-V/def2-TZVPD) for a 6-piece molecular cluster, C22H64N6O5P overall.

```
98
Properties=species:S:1:pos:R:3:mulliken_charge:R:1
N 2.0832 -1.8770 -1.3561 -0.63
C 1.2097 -1.8181 -2.3011 -0.22
C -0.0286 -1.0635 -2.2510 -0.82
P -1.5302 -2.3916 -2.2276 -0.09
H 2.8154 -2.5223 -1.6538 0.19
H 1.3462 -2.3843 -3.2294 0.41
H -0.0544 -0.4258 -1.3686 0.25
H -0.1864 -0.4857 -3.1610 0.23
H -1.0486 -2.8110 -3.5765 0.03
H -2.4201 -1.3655 -2.8173 -0.04
H -1.8345 -1.9935 -0.8818 -0.25
H -0.5894 -3.4101 -1.6638 -0.05
H -2.6163 -3.3962 -2.2585 0.00
C 4.5079 2.1542 -5.1862 -1.22
C 3.0160 2.0139 -5.4787 0.30
C 2.1176 2.5527 -4.3570 -0.61
O 2.0231 1.7125 -3.2350 -0.31
C 3.0826 1.7849 -2.3096 -0.42
N 2.7227 0.6145 -5.7969 -0.76
H 4.8550 1.4026 -4.4777 0.23
H 5.0830 2.0211 -6.1036 0.42
H 4.7409 3.1418 -4.7795 0.12
H 2.8016 2.6127 -6.3704 0.44
H 1.0987 2.6293 -4.7475 0.38
H 2.4236 3.5672 -4.0573 0.18
H 3.4913 2.7988 -2.2301 0.16
H 3.8775 1.0817 -2.5747 0.06
H 2.6924 1.4849 -1.3370 0.35
H 1.7544 0.5345 -6.0932 0.30
H 2.7538 0.0872 -4.9270 0.31
C 6.4828 7.5668 -2.3862 -1.43
C 5.1809 6.9046 -1.9448 0.29
C 5.3739 5.5210 -1.3086 -0.78
O 5.6383 4.4805 -2.2271 0.00
C 6.9837 4.3712 -2.6518 -1.04
N 4.2586 6.8674 -3.0832 -0.75
H 6.8621 7.1414 -3.3149 0.29
H 6.3198 8.6296 -2.5643 0.36
H 7.2561 7.4684 -1.6215 0.33
H 4.7356 7.5431 -1.1759 0.41
H 4.4359 5.2418 -0.8213 0.30
H 6.1445 5.5451 -0.5264 0.43
H 7.6852 4.6347 -1.8546 0.41
H 7.1633 4.9948 -3.5311 0.27
H 7.1551 3.3335 -2.9388 0.30
H 3.3532 6.5288 -2.7698 0.30
H 4.5849 6.1460 -3.7210 0.33
C -5.5106 -1.9031 1.1199 -1.46
C -4.6588 -3.1524 0.9086 0.47
C -5.0686 -4.3299 1.8076 -0.79
O -4.6638 -4.2304 3.1612 -0.43
C -5.4952 -3.4263 3.9732 -0.60
N -3.2529 -2.7877 1.0474 -0.60
H -5.2291 -1.3660 2.0263 0.29
H -5.3720 -1.2174 0.2845 0.38
H -6.5745 -2.1510 1.1822 0.30
H -4.8099 -3.4799 -0.1243 0.33
H -4.5785 -5.2292 1.4262 0.39
H -6.1537 -4.5076 1.7543 0.36
H -6.5448 -3.5008 3.6785 0.19
H -5.1762 -2.3797 3.9484 0.22
H -5.4039 -3.7783 5.0000 0.36
H -2.6731 -3.5800 0.7855 0.29
H -3.0607 -2.6417 2.0358 0.25
C 5.9844 -2.1648 -0.1483 -1.29
C 5.8704 -1.6042 1.2652 0.40
C 5.3556 -0.1608 1.3140 -0.63
O 6.3122 0.8274 0.9599 -0.45
C 6.4805 1.0177 -0.4314 -0.27
N 7.1617 -1.7549 1.9489 -0.76
H 6.8637 -1.7837 -0.6687 0.27
H 6.0780 -3.2500 -0.1134 0.38
H 5.0990 -1.9226 -0.7389 0.21
H 5.1372 -2.2160 1.7973 0.45
H 5.0809 0.0664 2.3476 0.35
H 4.4473 -0.0496 0.7094 0.28
H 5.5427 0.8761 -0.9744 0.01
H 7.2474 0.3465 -0.8280 0.28
H 6.8241 2.0410 -0.5903 0.18
H 7.0557 -1.4809 2.9215 0.27
H 7.7937 -1.0589 1.5627 0.32
C -8.8007 -1.4950 5.2974 -1.37
C -9.3335 -2.8463 4.8308 0.52
C -10.8494 -3.0095 5.0099 -0.87
O -11.2689 -3.2563 6.3385 -0.38
C -11.3902 -2.1099 7.1572 -0.65
N -8.5753 -3.9074 5.4980 -0.58
H -8.7241 -1.4397 6.3832 0.29
H -7.8005 -1.3300 4.8970 0.26
H -9.4381 -0.6775 4.9547 0.36
H -9.1351 -2.9200 3.7570 0.33
H -11.1630 -3.8890 4.4416 0.37
H -11.3914 -2.1496 4.5939 0.44
H -11.7363 -1.2433 6.5861 0.30
H -10.4462 -1.8684 7.6515 0.22
H -12.1256 -2.3346 7.9296 0.26
H -8.8464 -4.8066 5.1098 0.27
H -8.8854 -3.9531 6.4649 0.26
```

Output
- energy above the lowest of the compared OMol25 structures with the same formula, charge and spin (kJ/mol) = 0.0
- charge = -1
- multiplicity = 1
- frontier orbital gap (eV) = 5.106

***

Density functional theory data (wB97M-V/def2-TZVPD) for one molecule with the formula C4H10N2O in a non-equilibrium geometry.

```
17
Properties=species:S:1:pos:R:3:mulliken_charge:R:1
C -0.8894 1.7601 -2.1734 0.03
N -0.7459 1.1475 -0.9882 -0.10
C 0.0154 1.3995 0.3171 -0.51
C 0.0668 -0.0135 1.0428 -0.78
N 0.3273 -1.1865 0.0723 -0.35
C 0.6577 -2.3377 0.8623 -0.72
O -0.5592 2.8873 -2.5160 -0.56
H -1.6150 1.2094 -2.8773 0.27
H -1.1023 0.2485 -0.8583 0.26
H 1.1309 1.8496 0.1511 0.28
H -0.6441 2.0758 0.8846 0.29
H -0.8901 -0.2099 1.5428 0.40
H 0.8081 0.0488 1.9060 0.49
H 1.2344 -0.9524 -0.3383 0.20
H 0.4342 -2.0566 1.9175 0.30
H 0.1112 -3.2702 0.4918 0.23
H 1.6600 -2.5998 0.5630 0.25
```

Output
- energy above the lowest of the compared OMol25 structures with the same formula, charge and spin (kJ/mol) = 261.8
- structure (SMILES) = CNCCNC=O
- charge = 0
- multiplicity = 1
- frontier orbital gap (eV) = 10.307

***

Density functional theory data (wB97M-V/def2-TZVPD) for C28H28FN7S4Sr as an isolated structure.

```
69
Properties=species:S:1:pos:R:3:mulliken_charge:R:1
Sr 0.0140 -2.2481 -0.4458 1.23
C 0.7218 0.9693 -1.4687 -0.84
C 1.2616 2.2999 -0.9545 0.52
C 2.6999 2.1291 -0.4655 -1.34
C 0.3552 2.9586 0.0684 0.61
C -0.0197 4.2745 -0.1752 -0.95
C -0.8501 4.9688 0.6861 -1.26
C -1.3486 4.3071 1.7936 -1.03
C -1.0161 2.9861 2.0697 0.86
C -1.7189 2.3332 3.2458 0.56
C -2.5160 1.1055 2.8199 -0.69
C -0.8202 2.0060 4.4375 -1.49
C -0.1125 2.2976 1.2278 -0.36
N 0.2397 0.9704 1.4902 0.56
C 1.2574 0.7404 2.3137 -0.13
C 2.1150 1.6893 2.9398 0.02
C 3.1473 1.3137 3.7808 -0.97
C 3.4193 -0.0181 4.0665 -0.52
C 2.6108 -0.9893 3.4686 -0.86
C 1.5952 -0.6029 2.6433 0.32
F 0.8128 -1.6022 2.0610 -0.08
H 1.3879 0.5329 -2.2130 0.49
H -0.2774 1.0598 -1.8963 0.36
H 0.6800 0.3095 -0.5987 -0.59
H 1.2938 2.9966 -1.8048 0.56
H 2.7659 1.3930 0.3340 0.05
H 3.1038 3.0687 -0.0846 0.31
H 3.3310 1.7877 -1.2880 0.49
H 0.3562 4.7592 -1.0708 0.36
H -1.1303 5.9947 0.4810 0.36
H -2.0390 4.8163 2.4586 0.34
H -2.4426 3.0837 3.5954 0.54
H -1.8226 0.3803 2.4030 -0.63
H -3.2426 1.3446 2.0424 0.36
H -3.0418 0.6765 3.6775 0.57
H -0.1945 1.1348 4.2477 0.14
H -1.4394 1.7916 5.3124 0.54
H -0.1574 2.8363 4.6818 0.33
H 1.9369 2.7393 2.7407 0.51
H 3.7609 2.0913 4.2247 0.36
H 4.2322 -0.3039 4.7194 0.33
H 2.7655 -2.0486 3.6328 0.43
N -2.1080 -2.1716 1.4909 -0.15
N -3.3638 -2.3247 0.8962 -0.36
C -3.6387 -1.6532 -0.2480 0.52
N -4.7856 -2.0810 -0.8829 -0.61
S -2.7330 -0.3933 -0.8119 -0.31
H -1.6816 -3.0701 1.7131 0.33
H -2.1416 -1.5535 2.2941 0.17
H -3.9369 -3.1103 1.1765 0.22
H -4.9698 -3.0731 -0.8324 0.21
H -4.8545 -1.7100 -1.8196 0.26
S -1.1504 -3.1044 -2.8886 -0.45
C 0.0473 -2.7678 -4.1160 0.06
C -0.3907 -2.7785 -5.4451 -0.85
C 0.4513 -2.5406 -6.5177 0.59
C -0.0746 -2.5715 -7.8514 0.00
N -0.5116 -2.6069 -8.9157 -0.61
C 1.8066 -2.2734 -6.2708 0.58
C 2.2581 -2.2616 -4.9605 -0.76
C 1.4235 -2.5049 -3.8655 0.30
S 2.1739 -2.4844 -2.2814 -0.45
C 2.7280 -2.0219 -7.3393 -0.02
N 3.4735 -1.8115 -8.1908 -0.61
H -1.4366 -2.9799 -5.6312 0.47
H 3.3024 -2.0570 -4.7664 0.48
S -0.7500 -6.7233 2.3926 -0.49
C -0.4845 -5.3537 1.5266 0.11
N -0.3274 -4.3511 0.9473 -0.97
```

Output
- energy above the lowest of the compared OMol25 structures with the same formula, charge and spin (kJ/mol) = 85.2
- charge = -2
- multiplicity = 1
- frontier orbital gap (eV) = 6.161

***

Density functional theory data (wB97M-V/def2-TZVPD) for C15H21N3NiO11 as an isolated structure in a non-equilibrium geometry.

```
51
Properties=species:S:1:pos:R:3:lowdin_spin:R:1
Ni -0.6071 0.7525 0.3517 1.78
N -1.4521 1.0481 -2.8865 0.00
O -2.5560 1.5728 -2.9977 0.00
O -0.9329 0.8667 -1.7481 0.01
O -0.7126 0.8448 -3.8811 0.00
N -0.9722 3.7188 0.5480 0.00
O -0.4753 4.7383 1.0190 0.01
O -2.1151 3.6619 0.1169 0.00
O -0.1698 2.7101 0.3719 0.05
C -4.5697 0.5469 1.5937 0.00
C -3.2190 0.5107 1.4104 0.00
C -2.2837 0.8721 2.5604 0.01
O -1.0396 0.6938 2.2776 0.05
C -2.7657 1.4595 3.6950 0.00
C -4.1763 1.6598 3.8496 0.00
C -5.1338 1.0542 2.8080 0.00
O -6.3306 1.0740 3.0376 0.00
O -4.6582 2.3112 4.7472 0.00
O -2.6073 0.2098 0.3308 0.06
H -5.1974 0.1260 0.8195 0.00
H -2.0412 1.8146 4.4161 0.00
C -0.1094 -2.0874 0.8864 0.00
C 1.0342 -1.8964 -0.0454 0.00
C 0.6298 -2.4019 -1.4441 0.00
C 1.5068 -1.9534 -2.6204 0.00
C 1.8420 -0.4589 -2.5018 0.00
C 2.3130 0.0038 -1.1217 0.00
N 1.3292 -0.4488 -0.1748 0.00
O 1.5425 0.1847 1.0953 0.01
C 3.7874 -0.3930 -0.9125 0.00
C 2.2985 1.5257 -1.1884 0.00
C 2.2575 -2.7106 0.4242 0.00
H -1.0933 -1.8551 0.4780 0.00
H 0.0011 -1.4784 1.7901 0.00
H -0.0931 -3.1204 1.2455 0.00
H 0.7119 -3.5010 -1.3575 0.00
H -0.4286 -2.2940 -1.6870 0.00
H 0.9319 -2.0418 -3.5414 0.00
H 2.3902 -2.5989 -2.6947 0.00
H 0.9006 0.0354 -2.7575 0.00
H 2.5561 -0.1868 -3.2840 0.00
H 4.1582 -0.1643 0.0999 0.00
H 3.9684 -1.4647 -1.0242 0.00
H 4.4487 0.1233 -1.6022 0.00
H 2.7710 1.9680 -0.2973 0.00
H 2.8866 1.8752 -2.0347 0.00
H 1.2971 1.9568 -1.1816 0.00
H 2.8782 -2.1809 1.1516 0.00
H 2.9249 -3.0213 -0.3815 0.00
H 1.9251 -3.6612 0.8518 0.00
H 2.4493 -0.0003 1.3902 0.00
```

Output
- ⟨S²⟩ = 2.004
- energy above the lowest of the compared OMol25 structures with the same formula, charge and spin (kJ/mol) = 0.0
- charge = -2
- multiplicity = 3
- frontier orbital gap (alpha / beta) (eV) = 5.598 / 5.579